Entry 1:
Density functional theory data (the ωB97M-V functional and the def2-TZVPD basis) for the ion C3H6O2S2 with charge -1 in a non-equilibrium geometry.

Computed properties:
Max |F| (hartree/bohr): 0.0627
Charge: -1
HOMO level (alpha / beta) (eV): -0.407 / -2.892
Spin multiplicity: 2
Kohn-Sham gap (alpha / beta) (eV): 3.39 / 5.84
Molar mass (Da): 138.213

Atoms and positions in Å:
C  -0.066  0.877  -0.083
C  0.540  0.585  -1.456
O  1.215  1.677  -1.943
O  0.400  -0.412  -2.106
C  0.156  -0.326  0.832
S  -0.896  -0.109  2.329
S  -1.754  -2.176  2.432
H  -1.098  1.106  -0.345
H  0.490  1.702  0.351
H  1.476  1.335  -2.805
H  -0.069  -1.299  0.408
H  1.181  -0.295  1.201
H  -1.573  -2.665  1.183



Entry 2:
Density functional theory data (the ωB97M-V functional and the def2-TZVPD basis) for an isolated molecule of C3H6O2S2 in a non-equilibrium geometry.

Computed properties:
Max |F| (hartree/bohr): 0.0873
HOMO level (eV): -8.601
Kohn-Sham gap (eV): 8.80
Molar mass (Da): 138.213

Atoms and positions in Å:
O  -2.049  -0.112  2.280
C  -1.300  -0.465  1.332
O  -1.640  -1.323  0.354
C  0.142  0.109  1.142
C  0.634  -0.251  -0.267
S  1.890  1.001  -0.946
S  1.332  1.213  -3.003
H  -2.233  -1.972  0.766
H  0.648  -0.424  1.912
H  0.119  1.186  0.889
H  1.067  -1.281  -0.623
H  -0.303  -0.179  -0.844
H  1.695  2.499  -2.992